# 1
C48H54N4P | ωB97M-V/def2-TZVPD

Output
Energy above the lowest of the compared OMol25 structures with the same formula, charge and spin, kcal/mol: 0.0
Total charge: +1
Max |F|, eV/Å: 2.73
Calculated total energy, eV: -65895.3172

Cartesian coordinates (Å):
C 7.16 1.85 5.50
C 7.40 2.19 4.16
C 6.72 1.53 3.15
C 5.85 0.49 3.50
N 5.32 -0.30 2.45
C 5.88 -1.56 2.18
C 5.45 -2.66 2.92
C 6.03 -3.90 2.67
C 7.01 -4.02 1.67
C 7.43 -2.90 0.94
C 6.86 -1.66 1.19
C 4.11 0.04 1.86
C 3.93 -0.18 0.49
C 2.70 0.14 -0.07
C 1.65 0.55 0.75
C 0.34 0.80 0.06
C -0.96 0.56 0.79
C -1.99 1.50 0.78
C -3.15 1.27 1.52
C -3.31 0.02 2.16
N -4.42 -0.21 2.96
C -4.79 -1.54 3.31
C -4.91 -1.86 4.67
C -5.32 -3.14 5.02
C -5.69 -4.05 4.02
C -5.62 -3.70 2.67
C -5.12 -2.45 2.30
C -5.28 0.84 3.37
C -6.49 1.01 2.68
C -7.36 2.01 3.10
C -7.05 2.80 4.22
C -5.84 2.61 4.90
C -4.93 1.65 4.45
C -2.33 -0.97 2.04
C -1.16 -0.70 1.34
C 1.83 0.78 2.11
C 3.09 0.55 2.67
C 5.57 0.16 4.82
C 6.24 0.85 5.83
H 7.70 2.36 6.29
H 8.14 2.96 3.89
H 6.86 1.76 2.09
H 4.68 -2.52 3.69
H 5.72 -4.76 3.26
H 7.47 -4.99 1.49
H 8.21 -2.99 0.18
H 7.16 -0.76 0.65
H 4.74 -0.61 -0.09
H 2.53 -0.05 -1.13
H 0.32 1.77 -0.44
H -1.93 2.44 0.20
H -3.95 2.01 1.62
H -4.66 -1.11 5.42
H -5.36 -3.42 6.07
H -6.06 -5.04 4.30
H -5.94 -4.39 1.88
H -5.00 -2.16 1.25
H -6.70 0.37 1.83
H -8.30 2.14 2.57
H -7.76 3.55 4.57
H -5.60 3.20 5.78
H -3.97 1.50 4.94
H -2.48 -1.95 2.49
H -0.40 -1.48 1.22
H 0.98 1.05 2.74
H 3.27 0.69 3.73
H 4.85 -0.64 5.03
H 6.04 0.58 6.87
C -3.73 -1.64 -4.97
C -2.25 -1.29 -5.17
C -1.39 -2.56 -5.08
C -1.99 -0.56 -6.49
N -1.71 -0.43 -4.07
C -2.53 0.68 -3.50
C -2.34 1.98 -4.25
C -0.90 2.49 -4.38
N 0.15 1.46 -4.30
C 1.50 1.82 -4.89
C 1.39 1.91 -6.42
C 2.50 0.73 -4.50
C 1.88 3.15 -4.24
P -0.11 -0.18 -4.44
H 0.34 0.01 -0.67
H -4.39 -0.78 -5.13
H -4.00 -2.41 -5.71
H -3.89 -2.07 -3.97
H -0.31 -2.36 -5.26
H -1.49 -2.99 -4.08
H -1.71 -3.31 -5.81
H -0.93 -0.24 -6.59
H -2.22 -1.19 -7.36
H -2.60 0.36 -6.54
H -3.58 0.36 -3.59
H -2.27 0.78 -2.43
H -2.79 1.90 -5.25
H -2.90 2.76 -3.73
H -0.79 3.05 -5.32
H -0.71 3.20 -3.55
H 0.66 2.66 -6.73
H 2.37 2.17 -6.85
H 1.09 0.94 -6.85
H 2.56 0.63 -3.42
H 2.24 -0.26 -4.92
H 3.51 0.96 -4.87
H 1.80 3.03 -3.15
H 2.91 3.43 -4.49
H 1.22 3.96 -4.55

---

# 2
C21H19MnN4O2S | ωB97M-V/def2-TZVPD

Output
<S²>: 1.18
Total charge: +1
Max |F|, eV/Å: 0.78
Calculated total energy, eV: -74290.6034
Spin multiplicity: 2

Cartesian coordinates (Å):
Mn 0.84 -0.20 0.02
N 2.95 -0.21 0.14
C 3.34 -0.22 1.54
C 4.64 -0.23 1.96
C 4.93 -0.23 3.34
C 3.93 -0.22 4.27
C 2.58 -0.22 3.86
C 1.48 -0.24 4.76
C 0.21 -0.28 4.26
C 0.01 -0.30 2.87
N 1.00 -0.26 2.01
C 2.29 -0.22 2.48
H 3.52 -0.86 -0.39
H 3.12 0.71 -0.26
H 5.45 -0.24 1.24
H 5.97 -0.25 3.66
H 4.16 -0.22 5.33
H 1.67 -0.23 5.82
H -0.65 -0.30 4.91
H -0.99 -0.35 2.46
C -3.62 -2.88 -5.74
C -3.16 -2.27 -4.45
C -4.05 -1.58 -3.62
C -3.62 -1.02 -2.43
C -2.29 -1.14 -2.06
C -1.39 -1.82 -2.87
C -1.83 -2.38 -4.05
S -1.76 -0.43 -0.55
O -0.88 -1.44 0.12
O -2.90 0.03 0.18
N -0.66 0.67 -0.91
C -0.51 1.93 -0.35
C -1.44 2.96 -0.27
C -1.03 4.15 0.30
C 0.27 4.28 0.77
C 1.13 3.20 0.68
N 0.74 2.04 0.15
H -4.68 -2.72 -5.90
H -3.43 -3.96 -5.74
H -3.08 -2.45 -6.58
H -5.09 -1.49 -3.91
H -4.31 -0.49 -1.79
H -0.35 -1.93 -2.57
H -1.13 -2.91 -4.68
H -2.44 2.82 -0.65
H -1.72 4.98 0.37
H 0.62 5.21 1.21
H 2.14 3.25 1.06

---

# 3
C30H66F9NO7P2S2 | ωB97M-V/def2-TZVPD

Output
Energy above the lowest of the compared OMol25 structures with the same formula, charge and spin, kcal/mol: 0.0
Total charge: 0
Max |F|, eV/Å: 1.06
Calculated total energy, eV: -112708.8413
SMILES: N=[PH2][C@@]1(CCC(F)(F)C(F)(F)S(F)(F)(F)(F)F)OS(=O)(=O)O[C@@H]1P(=O)(O)O.CCCCCC.CCCCCC.CCCCCC.CCCCCC

Cartesian coordinates (Å):
N 8.54 -2.54 -3.56
P 7.82 -1.45 -2.70
C 7.58 0.21 -3.50
C 6.36 0.48 -4.40
C 5.61 -0.76 -4.88
C 4.22 -0.41 -5.42
F 4.17 0.88 -5.81
F 3.93 -1.18 -6.47
C 3.14 -0.67 -4.32
F 2.98 -1.97 -4.23
F 3.59 -0.24 -3.15
S 1.43 0.13 -4.59
F 2.09 1.56 -4.40
F 1.16 0.03 -3.02
F 0.72 -1.28 -4.77
F 1.65 0.20 -6.15
F 0.02 0.84 -4.76
O 7.47 1.08 -2.28
S 7.93 2.56 -2.61
O 8.78 3.00 -1.57
O 6.83 3.36 -3.03
O 8.78 2.18 -3.93
C 8.90 0.76 -4.03
P 9.42 0.23 -5.72
O 8.62 -0.85 -6.31
O 10.97 -0.09 -5.58
O 9.31 1.62 -6.50
H 9.41 -2.84 -3.13
H 6.51 -1.77 -2.32
H 8.48 -1.06 -1.53
H 6.71 1.01 -5.30
H 5.71 1.18 -3.88
H 6.15 -1.23 -5.71
H 5.49 -1.52 -4.11
H 9.70 0.46 -3.33
H 11.43 0.62 -5.09
H 9.19 1.46 -7.45
C -0.58 -1.61 -1.02
C -1.24 -0.24 -0.87
C -0.75 0.54 0.35
C -1.03 -0.13 1.70
C -2.50 -0.43 1.97
C -3.38 0.82 2.01
H -0.80 -2.25 -0.17
H -0.92 -2.11 -1.92
H 0.51 -1.51 -1.09
H -2.32 -0.36 -0.83
H -1.03 0.36 -1.76
H -1.19 1.54 0.34
H 0.33 0.69 0.26
H -0.65 0.51 2.50
H -0.46 -1.06 1.77
H -2.58 -0.95 2.92
H -2.89 -1.12 1.21
H -3.04 1.51 2.79
H -4.41 0.55 2.24
H -3.38 1.35 1.06
C -7.37 1.30 1.82
C -7.46 0.22 2.90
C -7.33 -1.19 2.35
C -8.44 -1.61 1.38
C -9.85 -1.53 1.96
C -10.07 -2.45 3.17
H -8.18 1.22 1.09
H -7.41 2.29 2.26
H -6.43 1.20 1.29
H -8.38 0.33 3.47
H -6.64 0.39 3.62
H -7.29 -1.90 3.18
H -6.37 -1.28 1.83
H -8.25 -2.64 1.06
H -8.40 -1.01 0.48
H -10.57 -1.81 1.18
H -10.09 -0.50 2.24
H -9.87 -3.49 2.90
H -11.09 -2.38 3.53
H -9.41 -2.18 4.00
C -0.40 4.39 -1.21
C 1.01 4.28 -1.79
C 1.92 3.35 -0.99
C 2.18 3.77 0.46
C 2.79 5.16 0.62
C 4.17 5.29 -0.03
H -0.39 4.81 -0.21
H -1.02 5.04 -1.83
H -0.88 3.41 -1.18
H 1.46 5.28 -1.85
H 0.95 3.91 -2.81
H 2.88 3.25 -1.51
H 1.48 2.35 -0.98
H 2.84 3.03 0.92
H 1.24 3.72 1.03
H 2.88 5.37 1.69
H 2.12 5.92 0.22
H 4.87 4.57 0.39
H 4.58 6.29 0.14
H 4.12 5.13 -1.10
C -5.76 -2.88 5.57
C -4.44 -2.54 4.87
C -3.67 -3.77 4.39
C -3.24 -4.74 5.49
C -2.37 -4.12 6.58
C -1.04 -3.57 6.05
H -5.61 -3.47 6.47
H -6.27 -1.96 5.86
H -6.41 -3.43 4.90
H -3.81 -1.95 5.55
H -4.65 -1.90 4.01
H -2.80 -3.44 3.82
H -4.30 -4.32 3.67
H -2.70 -5.57 5.03
H -4.13 -5.19 5.95
H -2.16 -4.88 7.33
H -2.91 -3.32 7.09
H -0.46 -4.36 5.57
H -0.44 -3.17 6.87
H -1.19 -2.77 5.33

---

# 4
C4H7FNO | ωB97M-V/def2-TZVPD

Output
Energy above the lowest of the compared OMol25 structures with the same formula, charge and spin, kcal/mol: 37.8
Total charge: -1
Max |F|, eV/Å: 6.31
Calculated total energy, eV: -10511.9336

Cartesian coordinates (Å):
C 0.21 -0.71 0.73
C 1.28 -0.43 -1.35
C -0.81 -0.20 -0.20
C -1.26 1.18 0.22
N 1.39 -0.41 -0.06
O 2.44 -0.17 0.64
F -2.05 -1.04 0.15
H 0.38 -0.38 1.79
H 0.21 -1.91 0.66
H 0.39 -0.72 -1.72
H 2.22 0.01 -1.92
H -2.12 1.49 -0.44
H -0.49 1.98 0.24
H -1.78 1.30 1.26

---

# 5
C9H17BrCrNOS | ωB97M-V/def2-TZVPD

Output
<S²>: 6.08
Total charge: +3
Max |F|, eV/Å: 2.93
Calculated total energy, eV: -122409.1180
Spin multiplicity: 5

Cartesian coordinates (Å):
C -0.52 -0.53 2.24
C 0.40 -0.84 1.03
C 1.14 -2.13 1.40
C 1.46 0.29 0.95
C 1.44 1.00 -0.41
S 2.40 0.00 -1.53
Br 2.48 2.82 -0.28
C 0.03 1.32 -0.96
C -0.91 0.08 -0.95
C -2.29 0.44 -0.30
C -1.23 -0.28 -2.40
N -0.35 -1.06 -0.22
O -0.44 -2.12 -0.67
H -1.05 0.39 2.12
H -1.20 -1.36 2.37
H 0.11 -0.50 3.11
H 1.62 -1.93 2.34
H 0.43 -2.92 1.59
H 1.86 -2.41 0.65
H 1.33 1.02 1.72
H 2.43 -0.16 1.05
H 1.71 0.08 -2.69
H 0.18 1.62 -1.97
H -0.40 2.15 -0.42
H -2.22 1.21 0.44
H -3.01 0.67 -1.07
H -2.67 -0.44 0.19
H -1.41 0.62 -2.95
H -0.45 -0.88 -2.85
H -2.14 -0.85 -2.45
Cr 1.27 4.73 0.90

---

# 6
C6H7NO4Pb | ωB97M-V/def2-TZVPD

Output
Energy above the lowest of the compared OMol25 structures with the same formula, charge and spin, kcal/mol: 254.9
Total charge: +2
Max |F|, eV/Å: 11.30
Calculated total energy, eV: -21233.6239

Cartesian coordinates (Å):
Pb -0.21 0.23 0.11
C -0.18 1.38 2.01
O -0.16 1.96 3.02
C -0.16 2.25 -0.71
O -0.17 3.31 -1.18
C -2.24 0.32 0.20
O -3.42 0.37 0.21
C 1.93 0.40 0.14
O 3.10 0.37 0.21
C -0.15 -1.38 -1.44
H 0.79 -1.90 -1.25
H -1.11 -1.90 -1.25
C -0.16 -0.15 -2.15
H -1.10 0.31 -2.49
H 0.79 0.31 -2.49
N 0.60 -1.41 1.71
H 1.10 -1.95 1.04
H -0.35 -1.69 1.93
H 1.10 -0.86 2.37

---

# 7
C23H14N2O2SSr | ωB97M-V/def2-TZVPD

Output
Total charge: 0
Max |F|, eV/Å: 0.39
Calculated total energy, eV: -42827.0191

Cartesian coordinates (Å):
Sr -0.30 -0.23 0.08
O 2.64 0.03 -3.12
C 1.76 -0.38 -2.38
O 1.69 -0.36 -1.11
C 0.54 -1.02 -3.08
C 0.71 -1.47 -4.41
C -0.33 -2.05 -5.06
C -1.58 -2.15 -4.41
C -2.73 -2.72 -5.02
C -3.91 -2.79 -4.35
C -4.01 -2.28 -3.04
C -2.93 -1.72 -2.43
C -1.68 -1.65 -3.10
N -0.61 -1.11 -2.45
H 1.69 -1.33 -4.86
H -0.23 -2.42 -6.08
H -2.64 -3.11 -6.03
H -4.78 -3.22 -4.82
H -4.96 -2.33 -2.52
H -3.01 -1.32 -1.42
S -1.60 -0.33 4.95
C -0.98 -1.92 4.64
C -0.88 -3.01 5.50
C -0.32 -4.18 5.01
C 0.12 -4.26 3.69
C 0.02 -3.17 2.84
C -0.54 -1.99 3.32
N -0.71 -0.82 2.59
C -1.25 0.13 3.30
C -1.57 1.48 2.81
C -2.13 2.39 3.71
C -2.45 3.67 3.30
C -2.21 4.02 1.98
C -1.65 3.11 1.10
C -1.30 1.80 1.46
H -1.22 -2.95 6.52
H -0.23 -5.04 5.65
H 0.56 -5.18 3.33
H 0.38 -3.24 1.82
H -2.32 2.12 4.75
H -2.89 4.38 3.99
H -2.46 5.02 1.63
H -1.48 3.44 0.08

---

# 8
C23H23Cl2CoN6Se | ωB97M-V/def2-TZVPD

Output
Energy above the lowest of the compared OMol25 structures with the same formula, charge and spin, kcal/mol: 49.9
Total charge: +2
Max |F|, eV/Å: 3.98
Calculated total energy, eV: -161165.1974

Cartesian coordinates (Å):
Co -0.56 0.79 -1.12
C -2.24 -1.84 3.68
C -0.87 -1.91 3.91
C 0.02 -1.35 3.01
C -0.46 -0.71 1.87
C -1.83 -0.65 1.63
C -2.71 -1.21 2.54
N 0.43 -0.03 0.92
C 0.73 1.26 1.55
C 1.76 1.46 2.45
C 1.92 2.68 3.09
C 1.02 3.71 2.85
C 0.00 3.54 1.94
C -0.14 2.33 1.26
N -1.04 2.12 0.24
N -1.81 3.06 -0.15
C -1.82 3.28 -1.48
C -2.59 4.30 -2.03
C -2.46 4.59 -3.37
C -1.55 3.86 -4.14
C -0.87 2.82 -3.54
N -1.00 2.51 -2.26
H -2.93 -2.27 4.38
H -0.50 -2.39 4.81
H 1.08 -1.39 3.21
H -2.19 -0.15 0.74
H -3.78 -1.14 2.35
H 2.45 0.65 2.68
H 2.73 2.82 3.79
H 1.12 4.65 3.38
H -0.70 4.33 1.72
H -3.27 4.85 -1.39
H -3.04 5.39 -3.82
H -1.40 4.08 -5.19
H -0.16 2.23 -4.11
Cl 0.95 -0.20 -2.61
C -0.42 -0.82 -3.57
Cl -1.87 -0.58 -2.57
H -0.28 -1.87 -3.78
H -0.52 -0.24 -4.48
C 4.18 -2.62 -0.79
N 2.85 -3.20 -0.72
C 2.50 -4.45 -1.15
C 1.18 -4.59 -0.92
N 0.72 -3.42 -0.35
C -0.67 -3.23 0.02
C 1.76 -2.58 -0.23
Se 2.11 -0.90 0.60
H 4.85 -3.31 -1.30
H 4.58 -2.43 0.21
H 4.16 -1.68 -1.34
H 3.20 -5.15 -1.58
H 0.52 -5.42 -1.11
H -1.26 -4.00 -0.47
H -1.03 -2.26 -0.32
H -0.81 -3.31 1.09

---

# 9
CH3NO2Sn | ωB97M-V/def2-TZVPD

Output
Energy above the lowest of the compared OMol25 structures with the same formula, charge and spin, kcal/mol: 0.0
Total charge: +2
Max |F|, eV/Å: 8.28
Calculated total energy, eV: -12477.9481

Cartesian coordinates (Å):
Sn 2.08 0.35 -2.12
C -0.49 -0.19 0.93
N 0.01 0.10 -0.45
O -0.74 -0.17 -1.39
O 1.08 0.66 -0.57
H -1.26 -0.95 0.77
H -1.06 0.67 1.30
H 0.37 -0.46 1.53

---

# 10
C5H14NO | ωB97M-V/def2-TZVPD

Output
Energy above the lowest of the compared OMol25 structures with the same formula, charge and spin, kcal/mol: 124.5
Total charge: +1
Max |F|, eV/Å: 4.84
Calculated total energy, eV: -8938.6098

Cartesian coordinates (Å):
C -0.58 -0.56 0.66
O -1.66 -0.10 -0.21
C 0.44 0.44 1.00
C 1.54 0.82 0.05
C 2.86 -0.05 0.13
C 2.73 -1.57 0.08
N -4.82 0.97 -1.36
H -0.14 -1.37 0.08
H -1.13 -0.97 1.51
H -1.44 0.78 -0.55
H 0.02 1.28 1.56
H 1.12 1.11 -0.93
H 1.84 1.76 0.51
H 3.51 0.41 -0.62
H 3.21 0.23 1.12
H 3.52 -1.94 0.71
H 1.84 -1.78 0.68
H 2.52 -2.01 -0.88
H -4.65 0.32 -0.60
H -5.29 1.77 -0.96
H -5.45 0.48 -1.98

---

# 11
F4Sr2 | ωB97M-V/def2-TZVPD

Output
Total charge: 0
Max |F|, eV/Å: 5.26
Calculated total energy, eV: -12543.1682

Cartesian coordinates (Å):
Sr 0.39 1.07 -2.65
Sr 0.08 0.80 2.22
F -2.16 0.15 1.27
F 0.37 -1.52 1.69
F 1.10 -1.32 -2.26
F 0.23 0.83 -0.27